[1]
Formula: C3H9N2O
Source: OMol25
Level of theory: ωB97M-V with the def2-TZVPD basis set

* HOMO-LUMO gap (alpha / beta): 13.1 / 7.8 eV
* E_HOMO (alpha / beta): -21.95 / -21.58 eV
* ⟨S²⟩: 0.779
* 2S+1: 2
* total charge: +2

```
15
C3H9N2O ωB97M-V with the def2-TZVPD basis set
N -0.9690 0.7487 -1.9462
C -0.2447 -0.1099 -0.8924
C -0.2042 0.6616 0.4350
N 0.4895 0.2080 1.5058
C 1.1292 -1.0855 1.6068
O -0.9464 1.6347 0.5454
H -1.4209 0.1319 -2.6271
H -0.2798 1.3253 -2.4319
H -1.6186 1.3450 -1.4272
H -0.8951 -0.9717 -0.7007
H 0.6626 -0.4219 -1.3976
H 0.4737 0.7449 2.3818
H 1.2478 -1.5003 0.6112
H 0.5045 -1.7849 2.1911
H 2.0715 -0.9259 2.1461
```

***

[2]
Formula: C28H56O16
Source: OMol25
Level of theory: ωB97M-V with the def2-TZVPD basis set

* HOMO-LUMO gap: 9.7 eV
* E_HOMO: -9.22 eV
* SMILES string: CCOC(=O)OC.CCOC(=O)OC.CCOC(=O)OC.CCOC(=O)OC.CC(C)=O.CC(C)=O.CC(C)=O.CC(C)=O

```
100
C28H56O16 ωB97M-V with the def2-TZVPD basis set
C -0.5942 -2.0683 -3.2826
C 0.7893 -2.1595 -2.8109
O 1.5428 -0.9152 -3.0176
C 1.8146 -0.5321 -4.2881
O 1.3477 -0.9889 -5.2872
O 2.6956 0.5399 -4.2099
C 2.8735 1.4098 -5.3130
H -1.0561 -3.0008 -3.0081
H -0.6261 -2.0160 -4.3508
H -1.1825 -1.2967 -2.7866
H 1.2734 -3.0073 -3.2693
H 0.9675 -2.2355 -1.6915
H 3.0629 2.3846 -4.9015
H 2.0358 1.6048 -5.9956
H 3.7530 1.0493 -5.8874
C -0.0727 4.0398 -3.8678
C -1.1567 3.1311 -4.5838
O -0.4919 2.3125 -5.4967
C -1.2572 1.3663 -6.0418
O -2.4023 1.1529 -5.7454
O -0.5646 0.6598 -6.9818
C -1.4076 -0.3037 -7.5804
H 0.6063 3.4443 -3.2734
H -0.5971 4.7520 -3.3257
H 0.4807 4.6561 -4.5753
H -1.8525 3.8349 -5.0947
H -1.5831 2.5029 -3.7855
H -2.2802 0.2412 -7.9511
H -1.7081 -1.1071 -6.9182
H -0.7579 -0.6743 -8.4201
C -0.6419 6.3415 -0.2703
C 0.2543 5.5473 0.6611
O -0.4560 4.4558 1.2052
C 0.1979 3.6510 2.0082
O 1.3472 3.5494 2.1649
O -0.8048 2.9102 2.5957
C -0.3980 1.6639 3.2700
H -1.0650 5.6790 -0.9728
H -0.1427 7.0944 -0.8580
H -1.4018 6.9119 0.2736
H 0.5838 6.0654 1.5070
H 1.1980 5.1663 0.2220
H -1.2413 0.9308 3.1659
H -0.0647 1.8790 4.2798
H 0.4315 1.3571 2.6923
C -2.2442 -0.0756 7.8752
C -2.5320 -0.0933 6.3616
O -2.7121 -1.5303 6.0875
C -2.8200 -1.8378 4.8351
O -2.9350 -1.0806 3.8728
O -2.9037 -3.1374 4.7114
C -3.1613 -3.7482 3.4044
H -1.5328 -0.8766 7.9785
H -3.1185 -0.2361 8.4480
H -1.7461 0.8370 8.1467
H -1.6636 0.1308 5.7590
H -3.4384 0.4573 6.0051
H -2.9693 -4.7852 3.5735
H -2.4504 -3.2738 2.6743
H -4.1412 -3.5873 3.0379
C -0.2271 -5.7290 -0.3198
C 1.1531 -5.1738 -0.2065
O 1.3837 -4.3780 0.6897
C 2.2578 -5.5758 -1.2474
H -0.2848 -6.4952 0.3907
H -0.5076 -6.1390 -1.2948
H -0.9421 -5.0343 0.0170
H 3.1748 -5.0557 -0.9826
H 1.8352 -5.3233 -2.2013
H 2.4355 -6.6206 -1.1020
C 0.6127 -2.4395 3.8758
C 1.4416 -1.2725 4.4825
O 0.9193 -0.2406 4.9364
C 2.9158 -1.5757 4.6478
H 0.3036 -3.1200 4.6961
H 1.1663 -2.9238 3.1253
H -0.3476 -2.0148 3.4776
H 3.5205 -0.6719 4.8681
H 3.2903 -2.0878 3.7667
H 2.9859 -2.2550 5.5586
C -2.8576 2.4291 -0.0688
C -1.6194 1.7294 -0.5479
O -0.7532 2.2322 -1.2232
C -1.4107 0.3031 -0.0625
H -3.7196 1.7464 -0.3090
H -3.0524 3.3386 -0.6028
H -2.7797 2.5281 1.0272
H -1.8712 0.1211 0.8809
H -0.3665 -0.0086 -0.1934
H -1.8677 -0.2921 -0.7841
C 3.9284 -0.9587 0.7115
C 2.7762 -0.0249 0.7138
O 1.7860 -0.2926 1.4207
C 2.7473 1.2028 -0.1435
H 3.5014 -1.8867 1.0562
H 4.6715 -0.6692 1.4351
H 4.4744 -1.0080 -0.2654
H 2.1653 0.9940 -1.0877
H 3.8053 1.4585 -0.4694
H 2.2755 2.0412 0.3608
```

***

[3]
Formula: C2H4OS
Source: OMol25
Level of theory: ωB97M-V with the def2-TZVPD basis set

* HOMO-LUMO gap (alpha / beta): 8.5 / 8.5 eV
* E_HOMO (alpha / beta): -7.56 / -10.00 eV
* ⟨S²⟩: 2.009
* 2S+1: 3

```
8
C2H4OS ωB97M-V with the def2-TZVPD basis set
C 0.3102 -0.0761 0.3661
C -0.5861 -0.8405 -0.4585
O 1.0648 2.4629 1.2533
S -0.0762 1.8293 0.5897
H 1.4039 -0.4567 0.5011
H -0.0770 -0.6961 -1.5700
H -0.4382 -1.8437 -0.3278
H -1.6013 -0.3790 -0.3539
```

***

[4]
Formula: C26H54N3O12
Source: OMol25
Level of theory: ωB97M-V with the def2-TZVPD basis set

* HOMO-LUMO gap: 9.3 eV
* E_HOMO: -12.05 eV
* total charge: +1

```
95
C26H54N3O12 ωB97M-V with the def2-TZVPD basis set
C 4.2456 -0.1364 1.5648
C 4.0126 -0.4405 0.0866
C 2.6426 -1.0552 -0.2563
C 2.0998 -2.0030 0.8055
N 0.7562 -2.5295 0.5032
C 0.3161 -3.3726 1.5961
C -0.9302 -4.1109 1.1783
N -2.0297 -3.0969 1.0192
C -1.6517 -1.8915 0.1756
C -2.6766 -0.7704 0.4542
C -2.1080 0.6188 0.2708
N -1.7449 1.3853 1.2045
C -0.2002 -1.4419 0.3590
H 4.2745 -1.0435 2.1734
H 5.1962 0.3808 1.7018
H 3.4532 0.5013 1.9703
H 4.8102 -1.0894 -0.2860
H 4.0980 0.4946 -0.4726
H 2.7396 -1.6260 -1.1851
H 1.9399 -0.2442 -0.4645
H 2.7571 -2.8768 0.8581
H 2.0928 -1.5258 1.7987
H 0.0837 -2.7580 2.4910
H 1.0946 -4.0826 1.8780
H -1.2554 -4.8414 1.9190
H -0.8000 -4.5892 0.2073
H -2.8212 -3.5541 0.5632
H -2.3605 -2.8153 1.9459
H -1.7854 -2.2407 -0.8500
H -3.0452 -0.8442 1.4841
H -3.5418 -0.9002 -0.2024
H -1.9750 0.9793 -0.7526
H -1.9174 0.9654 2.1232
H 0.0233 -0.8942 -0.5577
H -0.1158 -0.7214 1.1911
C -0.0160 5.3740 -5.3541
C 0.7374 4.0664 -5.4231
O 1.4285 3.7842 -4.1836
C 0.6864 3.2823 -3.2103
O -0.4800 2.9800 -3.2711
O 1.4698 3.0847 -2.1408
C 0.7714 2.5787 -1.0050
H 0.6546 6.1841 -5.0666
H -0.4329 5.6048 -6.3342
H -0.8313 5.3204 -4.6336
H 1.5285 4.1172 -6.1682
H 0.0781 3.2347 -5.6667
H 0.1789 1.7097 -1.2881
H 0.1146 3.3360 -0.5807
H 1.5271 2.2975 -0.2760
C 3.5909 7.4558 -10.4875
C 4.2799 6.1108 -10.4613
O 5.0157 5.9161 -9.2355
C 4.2938 5.5456 -8.1855
O 3.1099 5.3082 -8.1780
O 5.1083 5.4169 -7.1363
C 4.4400 5.0097 -5.9403
H 4.3114 8.2558 -10.3166
H 3.1263 7.6115 -11.4614
H 2.8164 7.5105 -9.7239
H 5.0367 6.0383 -11.2392
H 3.5704 5.2936 -10.5829
H 3.8559 4.1106 -6.1235
H 3.7817 5.8034 -5.5888
H 5.2136 4.8132 -5.2051
C -5.4704 -5.9192 6.5717
C -4.6961 -4.7330 6.0498
O -4.0768 -5.0240 4.7671
C -4.8853 -4.9753 3.7208
O -6.0421 -4.6563 3.7029
O -4.1835 -5.3592 2.6315
C -4.9743 -5.4779 1.4424
H -4.8297 -6.7992 6.6259
H -5.8387 -5.6989 7.5733
H -6.3249 -6.1421 5.9345
H -3.8580 -4.4854 6.6970
H -5.3261 -3.8509 5.9428
H -5.5180 -4.5550 1.2426
H -5.6810 -6.3004 1.5252
H -4.2611 -5.6909 0.6473
C 1.4734 -1.6914 7.2376
C 0.8347 -0.3288 7.1080
O 0.0646 -0.2170 5.8848
C -1.1411 -0.7586 5.9211
O -1.6730 -1.3053 6.8492
O -1.7225 -0.5636 4.7201
C -3.0467 -1.0838 4.6275
H 2.0817 -1.9135 6.3600
H 2.1187 -1.7099 8.1155
H 0.7181 -2.4677 7.3522
H 1.5817 0.4561 7.0210
H 0.1852 -0.1049 7.9525
H -3.6948 -0.7142 5.4186
H -3.0329 -2.1760 4.6633
H -3.4242 -0.7387 3.6663
```

***

[5]
Formula: C5H9N3
Source: OMol25
Level of theory: ωB97M-V with the def2-TZVPD basis set

* HOMO-LUMO gap: 8.8 eV
* E_HOMO: -7.68 eV
* SMILES string: CC1=C[C@@H]1/C(N)=N/N

```
17
C5H9N3 ωB97M-V with the def2-TZVPD basis set
C 2.5711 -0.4253 0.4791
N -0.6218 0.9774 0.5566
C -1.0062 -0.0736 -0.0668
C 1.5189 -0.3966 -0.5286
N -1.5867 1.7249 1.2445
N -2.3280 -0.5113 -0.1228
C -0.0062 -0.8426 -0.8156
C 1.0043 -0.1647 -1.6926
H -2.4246 1.9005 0.6911
H -1.1555 2.6054 1.5008
H -2.4594 -1.4415 -0.4877
H -2.8687 -0.3237 0.7098
H -0.2685 -1.8815 -1.0121
H 1.1311 0.1636 -2.7004
H 2.3097 0.2493 1.2948
H 2.6586 -1.4308 0.8942
H 3.5319 -0.1296 0.0557
```

***

[6]
Formula: C3H7BO3
Source: OMol25
Level of theory: ωB97M-V with the def2-TZVPD basis set

* HOMO-LUMO gap: 8.3 eV
* E_HOMO: -8.03 eV
* SMILES string: C/C=B\O.O=CO

```
14
C3H7BO3 ωB97M-V with the def2-TZVPD basis set
B 0.9540 1.7603 0.0797
C -2.9221 -0.1083 -0.1689
C 0.3676 -0.7193 0.4696
C 0.4724 0.7442 0.8857
O -2.5188 -1.0477 -0.8006
O -2.5325 0.1949 1.0361
O 1.4643 2.5670 -0.8035
H -3.7308 0.6581 -0.4451
H -0.6348 -1.0352 0.0686
H 0.9953 -0.8169 -0.4371
H 0.8623 -1.3931 1.1006
H 0.1304 0.8788 1.9217
H -1.8247 -0.3350 1.2762
H 2.3095 2.7897 -0.9277
```

***

[7]
Formula: C36H40As2CaN5
Source: OMol25
Level of theory: ωB97M-V with the def2-TZVPD basis set

* HOMO-LUMO gap: 7.8 eV
* E_HOMO: -10.01 eV
* total charge: +1

```
84
C36H40As2CaN5 ωB97M-V with the def2-TZVPD basis set
Ca -1.3201 -0.0303 -1.0814
C -3.8079 3.7045 -2.3696
N -4.0505 3.1954 -1.0254
C -4.1372 4.1683 0.0570
C -3.8322 1.8805 -0.7844
N -3.4397 1.0018 -1.6478
N -4.1126 1.4965 0.5277
C -3.7630 0.3309 1.1841
N -4.5052 0.1374 2.3138
N -2.7877 -0.4146 0.8021
H -4.2180 4.7087 -2.4392
H -4.3185 3.0880 -3.1083
H -2.7379 3.7502 -2.5916
H -3.9387 5.1541 -0.3525
H -3.3854 3.9782 0.8239
H -5.1348 4.1981 0.5065
H -3.2341 1.4526 -2.5322
H -4.6326 2.1563 1.0798
H -5.4612 0.4512 2.3250
H -4.3078 -0.6764 2.8702
H -2.7116 -1.2425 1.3831
C 0.0998 -3.2133 1.6936
C 1.3287 -2.2972 1.7115
As 0.9288 -0.5041 1.0201
C 0.6376 0.4772 2.6718
C 0.9191 1.8385 2.7035
C 0.6346 2.5817 3.8407
C 0.0611 1.9731 4.9489
C -0.2227 0.6140 4.9204
C 0.0646 -0.1315 3.7844
C 2.7020 0.0762 0.4986
C 3.8527 -0.3912 1.1251
C 5.1011 0.0349 0.6945
C 5.2061 0.9353 -0.3571
C 4.0604 1.4144 -0.9764
C 2.8094 0.9836 -0.5541
As -0.2803 -4.2981 0.0821
C 1.5116 -5.0015 -0.2338
C 2.3495 -5.3393 0.8249
C 3.5852 -5.9249 0.5861
C 3.9919 -6.1868 -0.7139
C 3.1523 -5.8756 -1.7737
C 1.9172 -5.2908 -1.5349
C -0.2956 -2.9586 -1.3645
C -1.4886 -2.8128 -2.0736
C -1.5705 -1.9718 -3.1911
C -0.4545 -1.2477 -3.5932
C 0.7355 -1.3619 -2.8800
C 0.8165 -2.2173 -1.7870
H -0.8222 -2.6667 1.9110
H 0.1676 -3.9685 2.4819
H 2.1318 -2.7004 1.0934
H 1.7331 -2.1905 2.7193
H 1.3696 2.3226 1.8443
H 0.8696 3.6381 3.8618
H -0.1518 2.5541 5.8364
H -0.6567 0.1318 5.7868
H -0.1468 -1.1952 3.7853
H 3.7867 -1.0816 1.9571
H 5.9930 -0.3320 1.1854
H 6.1817 1.2656 -0.6885
H 4.1369 2.1295 -1.7857
H 1.9165 1.3779 -1.0258
H 2.0495 -5.1509 1.8495
H 4.2290 -6.1782 1.4181
H 4.9571 -6.6379 -0.9011
H 3.4586 -6.0930 -2.7886
H 1.2680 -5.0644 -2.3730
H -2.3707 -3.3697 -1.7755
H -2.5082 -1.8903 -3.7247
H -0.5080 -0.5979 -4.4580
H 1.6046 -0.7901 -3.1793
H 1.7654 -2.3175 -1.2737
C -0.0775 4.9858 -1.8819
C -0.4701 4.6136 -0.5996
C -0.6778 3.2705 -0.3006
C -0.5103 2.2307 -1.2342
C -0.1120 2.6653 -2.5132
C 0.1042 4.0023 -2.8430
H 0.0906 6.0276 -2.1243
H -0.6020 5.3736 0.1631
H -0.9824 3.0277 0.7180
H 0.0515 1.9355 -3.3103
H 0.4151 4.2795 -3.8442
```

***

[8]
Formula: C45H38FN9O5SSc
Source: OMol25
Level of theory: ωB97M-V with the def2-TZVPD basis set

* HOMO-LUMO gap (alpha / beta): 5.9 / 5.9 eV
* E_HOMO (alpha / beta): -8.88 / -8.88 eV
* total charge: +1

```
100
C45H38FN9O5SSc ωB97M-V with the def2-TZVPD basis set
Sc 0.9548 -0.5570 -0.3661
C 0.2582 5.2582 -0.7953
C 1.3384 4.6077 -0.2118
C 1.6510 3.3045 -0.5701
C 0.8834 2.6255 -1.5090
C -0.2065 3.2781 -2.0852
C -0.5116 4.5867 -1.7376
N 1.1092 1.2605 -1.8093
C 1.3487 0.9223 -3.0597
C 1.7356 1.8412 -4.0994
C 1.9711 1.3980 -5.3584
C 1.8211 0.0207 -5.7220
C 1.4269 -0.8761 -4.7878
C 1.1944 -0.4558 -3.4454
N 0.7176 -1.2734 -2.4702
N 0.2922 -2.4138 -2.8305
C -0.2933 -3.1695 -1.8109
C -0.9432 -4.3378 -2.2073
C -1.5890 -5.1007 -1.2570
C -1.5725 -4.6793 0.0680
C -0.8925 -3.5172 0.3734
N -0.2495 -2.7794 -0.5339
H 0.0158 6.2748 -0.5113
H 1.9323 5.1138 0.5391
H 2.4607 2.7788 -0.0841
H -0.8135 2.7443 -2.8105
H -1.3554 5.0824 -2.2071
H 1.8528 2.8861 -3.8452
H 2.2892 2.1059 -6.1158
H 2.0172 -0.2929 -6.7390
H 1.2828 -1.9208 -5.0280
H -0.9336 -4.5993 -3.2570
H -2.1092 -6.0071 -1.5420
H -2.0736 -5.2361 0.8489
H -0.8666 -3.1533 1.3952
N 1.8196 -3.5160 3.1826
C 1.2753 -3.0535 4.4058
C 1.5557 -3.7260 5.5805
C 1.0168 -3.2840 6.7827
C 0.2115 -2.1596 6.8080
C -0.0538 -1.4745 5.6257
C 0.4636 -1.9306 4.4264
S 0.1039 -1.0473 2.9369
N 1.1564 -1.7443 1.7949
C 1.8084 -2.8194 2.0154
C 2.5573 -3.4160 0.8642
C 3.2290 -4.6233 0.9457
C 3.8188 -5.1438 -0.1981
C 3.7296 -4.4336 -1.3772
C 3.0576 -3.2210 -1.3598
N 2.4757 -2.7296 -0.2722
H 2.4290 -4.3077 3.2503
H 2.1936 -4.6040 5.5600
H 1.2365 -3.8221 7.6957
H -0.2042 -1.8041 7.7419
H -0.6684 -0.5796 5.6327
H 3.3040 -5.1791 1.8704
H 4.3384 -6.0928 -0.1587
H 4.1704 -4.7992 -2.2948
H 2.9931 -2.6156 -2.2565
C -4.1112 5.0268 0.3082
C -4.2931 3.9282 1.3518
C -5.7391 3.5029 1.5541
C -6.3001 2.8887 0.2783
C -5.3876 1.8013 -0.2372
C -5.8633 0.8138 -1.0667
C -5.0170 -0.1901 -1.5338
F -5.5342 -1.1219 -2.3471
C -3.7030 -0.2499 -1.1852
C -3.1941 0.7384 -0.3308
C -1.7930 0.7007 0.0476
O -1.0555 -0.2119 -0.4356
C -1.3447 1.6964 0.9412
C -2.2165 2.6703 1.3483
N -3.4906 2.7408 0.9703
C -4.0266 1.7648 0.1341
C 0.0497 1.7669 1.4911
O 0.3291 2.6254 2.3040
O 0.8683 0.8734 1.0256
H -4.7347 5.8884 0.5554
H -4.3834 4.6741 -0.6894
H -3.0683 5.3508 0.2766
H -3.8870 4.2711 2.3011
H -6.3225 4.3709 1.8591
H -5.7856 2.7718 2.3648
H -6.4217 3.6594 -0.4867
H -7.2908 2.4737 0.4587
H -6.9058 0.8047 -1.3643
H -3.0507 -1.0337 -1.5468
H -1.8507 3.4471 2.0109
N 6.4720 1.2181 -0.2868
C 5.0224 1.3521 -0.2308
C 4.3615 0.0345 -0.5918
O 5.1735 -0.9125 -1.0052
O 3.1628 -0.1147 -0.5208
H 6.9107 1.9683 -0.7993
H 6.0662 -0.5026 -0.9551
H 6.8865 1.1840 0.6338
H 4.6670 2.0763 -0.9633
H 4.6396 1.6602 0.7412
```

***

[9]
Formula: C8H10GaO5S
Source: OMol25
Level of theory: ωB97M-V with the def2-TZVPD basis set

* HOMO-LUMO gap (alpha / beta): 3.7 / 3.7 eV
* E_HOMO (alpha / beta): -18.20 / -18.17 eV
* total charge: +3

```
25
C8H10GaO5S ωB97M-V with the def2-TZVPD basis set
Ga 0.0176 0.5360 0.9954
O 0.0453 3.7983 0.6438
C 0.0302 2.6456 0.8344
C -0.2340 -2.3966 -0.0551
O -0.3214 -3.3867 0.5116
C 2.0632 0.0053 0.3012
O 3.1435 -0.3897 0.3507
C -2.0197 -0.0972 0.7916
O -3.1169 -0.4788 0.8195
C -0.0083 0.7036 -4.0033
H -0.9220 1.3096 -4.0271
H 0.9010 1.3144 -3.9705
C -0.0061 -0.6322 -3.8668
H 0.9079 -1.2279 -3.7520
H -0.9132 -1.2423 -3.7874
C -0.4951 1.1282 3.9361
S 1.0005 0.1274 3.5993
C 0.8248 -1.3646 4.6749
O 0.6199 -0.7992 2.3232
H -0.4629 1.4732 4.9807
H -1.3646 0.4836 3.7825
H -0.5577 2.0275 3.2979
H -0.2369 -1.6183 4.5351
H 1.4623 -2.1129 4.1733
H 1.0984 -1.2608 5.7383
```

***

Results for DFT total energy: -8264.33619, -62703.01195, -15017.39943, -56872.58445, -9798.15048, -10042.03513, -185544.19787, -105186.06062, -81868.87927 (in eV, following the order of the records).